1.
Formula: C8H16BrF6LiO8S2
Source: the OMol25 dataset
Level of theory: wB97M-V/def2-TZVPD

XYZ file:
```
42
Properties=species:S:1:pos:R:3:forces:R:3
Li -0.818 -0.581 1.692 -0.2 -0.1 0.7
Br -2.975 0.274 2.768 -0.1 -0.1 -0.3
C 2.621 2.050 1.060 -0.2 0.0 -0.2
F 3.889 1.987 1.484 0.2 0.1 0.0
F 2.453 3.268 0.501 0.0 0.1 0.1
F 2.512 1.170 0.042 0.1 0.0 0.0
S 1.387 1.698 2.441 0.0 0.0 -0.5
O 0.783 2.981 2.672 -0.1 0.3 0.0
O 0.531 0.726 1.781 0.1 0.1 -0.1
O 2.231 1.188 3.473 0.3 -0.2 0.4
C 1.145 -4.255 2.894 -0.4 0.1 -0.4
F 1.764 -5.128 3.701 0.1 -0.1 0.1
F 2.072 -3.737 2.067 0.1 -0.1 0.1
F 0.303 -4.980 2.115 0.1 0.0 0.1
S 0.231 -2.929 3.797 0.6 -0.1 -0.3
O -0.773 -3.668 4.497 -0.7 -0.4 0.3
O 1.258 -2.341 4.607 0.3 0.2 0.2
O -0.226 -2.149 2.666 0.0 0.1 0.0
C -1.175 0.668 -4.032 0.0 0.1 -0.1
C -1.627 2.113 -3.847 -0.3 -0.1 -0.1
O -1.971 2.376 -2.509 0.0 0.0 -0.2
C -0.861 2.806 -1.731 0.1 0.3 0.2
C -1.178 2.646 -0.272 -0.1 0.0 0.4
H -1.822 0.019 -3.442 -0.1 0.0 0.0
H -1.268 0.377 -5.081 0.2 0.0 0.0
H -0.149 0.507 -3.700 0.0 0.0 0.0
H -0.881 2.833 -4.208 0.1 -0.1 0.0
H -2.526 2.284 -4.448 0.0 0.0 0.1
H 0.039 2.233 -1.986 -0.1 -0.1 0.0
H -0.656 3.861 -1.973 0.0 0.0 0.0
H -0.364 2.992 0.365 0.1 0.0 -0.1
H -1.356 1.603 -0.016 -0.1 0.0 0.0
H -2.059 3.213 0.031 -0.1 0.0 -0.2
C 0.921 -1.571 -0.850 0.5 0.1 0.1
C -0.514 -1.960 -1.092 0.1 0.0 0.1
O -1.234 -1.730 0.109 0.0 0.2 -0.3
H 1.046 -0.498 -0.694 -0.2 0.0 -0.1
H 1.546 -1.874 -1.696 -0.1 0.1 0.0
H 1.326 -2.041 0.049 -0.2 -0.2 0.0
H -0.566 -3.023 -1.358 -0.1 0.0 0.0
H -0.924 -1.363 -1.917 -0.1 -0.1 0.1
H -2.138 -2.045 0.039 -0.1 0.1 0.1
```
Positions in Å, forces in eV/Å.

Computed properties:
total charge: -2
ΔE to the lowest compared entry with this formula, charge and spin: 0.000 eV
orbital gap: 0.2349 hartree
E_HOMO: -2.1 eV
multiplicity: 1

What are the Mulliken partial charges on each atom? They are as follows, in elementary charge units:
1. Li 0.505
2. Br -0.872
3. C 0.611
4. F -0.263
5. F -0.269
6. F -0.242
7. S 1.057
8. O -0.673
9. O -0.029
10. O -0.657
11. C 0.559
12. F -0.258
13. F -0.240
14. F -0.259
15. S 1.032
16. O -0.668
17. O -0.676
18. O -0.799
19. C -1.022
20. C -0.335
21. O -0.362
22. C -0.065
23. C -0.940
24. H 0.163
25. H 0.433
26. H 0.272
27. H 0.292
28. H 0.348
29. H 0.248
30. H 0.216
31. H 0.241
32. H 0.153
33. H 0.350
34. C -0.663
35. C 0.386
36. O -0.245
37. H -0.068
38. H 0.439
39. H 0.113
40. H 0.364
41. H -0.289
42. H 0.113

=====

2.
Formula: C8H16Cl2IrN2O
Source: the OMol25 dataset
Level of theory: wB97M-V/def2-TZVPD

XYZ file:
```
30
Properties=species:S:1:pos:R:3:forces:R:3
Ir 0.704 -0.050 -0.224 -3.0 0.0 1.2
Cl -0.247 -2.088 -0.628 -1.3 -1.6 -0.1
Cl 1.152 1.941 0.809 0.1 1.9 1.0
C 2.451 -0.707 -0.099 4.1 -1.1 -0.7
H 3.298 0.005 -0.063 -0.3 -0.4 0.2
H 2.642 -1.569 -0.763 0.1 0.1 0.6
C -0.666 1.372 -1.807 -1.1 0.6 -0.7
C 0.531 0.772 -2.107 1.2 -0.3 -2.3
H -0.730 2.205 -1.108 0.3 0.0 -0.3
C 0.650 -0.359 -3.166 0.7 -0.2 0.7
H 1.460 1.296 -1.918 0.1 0.6 -0.3
C -0.518 -0.373 -4.136 0.7 0.1 0.2
H 1.640 -0.270 -3.633 -0.3 0.2 -0.3
H 0.720 -1.329 -2.640 -0.2 0.5 -0.5
C -1.832 -0.272 -3.386 -0.3 0.7 0.4
H -0.368 0.482 -4.799 -0.4 0.0 -0.2
H -0.466 -1.282 -4.739 -0.1 0.1 0.0
C -1.930 1.032 -2.544 0.2 -0.5 -0.4
H -2.634 -0.189 -4.127 -0.1 -0.5 0.3
H -1.968 -1.116 -2.686 0.0 0.1 -0.6
H -2.185 1.859 -3.263 0.2 -0.4 0.9
H -2.721 0.908 -1.795 -0.2 0.3 -0.4
N 1.262 -0.428 3.127 0.0 0.2 0.3
C -0.045 -0.367 2.800 -0.5 -0.1 -0.6
N -0.860 -0.355 3.913 0.0 0.1 -0.7
O -0.494 -0.380 1.615 0.3 -0.2 3.3
H 1.485 -0.230 4.099 0.2 -0.2 -0.7
H 1.973 -0.286 2.421 -0.1 0.0 0.0
H -1.851 -0.225 3.763 0.3 0.1 0.0
H -0.450 0.007 4.766 -0.5 -0.2 -0.2
```
Positions in Å, forces in eV/Å.

Computed properties:
ΔE to the lowest compared entry with this formula, charge and spin: 0.000 eV
orbital gap (alpha / beta): 0.2300 / 0.2654 hartree
<S²>: 8.781
E_HOMO (alpha / beta): -5.8 / -9.1 eV
multiplicity: 6

What are the Mulliken partial charges on each atom? They are as follows, in elementary charge units:
1. Ir 1.247
2. Cl -0.497
3. Cl -0.516
4. C -1.229
5. H 0.394
6. H 0.306
7. C -0.345
8. C -0.578
9. H 0.422
10. C -0.665
11. H 0.777
12. C -0.772
13. H 0.306
14. H 0.291
15. C -0.602
16. H 0.316
17. H 0.372
18. C -0.592
19. H 0.299
20. H 0.279
21. H 0.328
22. H 0.303
23. N -0.313
24. C 0.789
25. N -0.482
26. O -0.648
27. H 0.191
28. H 0.187
29. H 0.248
30. H 0.183

=====

3.
Formula: C8H16Cl2LuO
Source: the OMol25 dataset
Level of theory: wB97M-V/def2-TZVPD

XYZ file:
```
28
Properties=species:S:1:pos:R:3:forces:R:3
Lu 0.598 -0.044 0.641 -1.5 -2.2 -0.7
Cl 1.967 -1.004 -1.141 1.0 0.2 -0.6
Cl 1.722 0.239 2.756 0.6 0.3 1.0
C -0.940 -1.548 0.788 0.4 0.7 0.7
H -1.799 -2.004 0.292 0.2 -0.2 0.3
H -0.678 -2.076 1.731 -0.3 -0.1 -0.1
C -0.973 0.460 -2.321 -1.0 -0.6 0.4
C -1.872 -0.413 -1.796 0.8 1.2 -0.1
H -0.822 1.460 -1.894 -0.3 -0.3 0.0
C -2.048 -1.813 -2.289 0.1 -0.3 -0.7
H -2.472 -0.143 -0.922 0.3 0.0 -0.3
C -0.808 -2.301 -3.051 0.1 0.2 0.4
H -2.266 -2.483 -1.454 0.0 0.2 -0.1
H -2.907 -1.860 -2.979 0.0 0.1 0.2
C -0.384 -1.269 -4.085 -0.2 0.5 -0.3
H 0.006 -2.459 -2.340 -0.1 0.0 0.0
H -1.022 -3.258 -3.537 0.0 0.0 0.0
C -0.129 0.153 -3.513 0.5 -0.6 -0.4
H 0.502 -1.609 -4.633 -0.1 0.1 0.1
H -1.197 -1.167 -4.814 0.0 -0.1 -0.1
H 0.934 0.241 -3.251 -0.2 0.0 0.1
H -0.306 0.896 -4.311 0.0 -0.2 0.2
C -0.856 2.868 1.024 -0.1 -0.1 -0.2
O -0.998 1.465 0.763 -1.1 1.2 0.2
H -0.481 3.310 0.098 -0.1 0.3 0.1
H -0.118 3.017 1.820 -0.3 0.0 0.0
H -1.829 3.300 1.289 0.4 0.0 0.0
H -1.887 1.100 0.981 1.0 -0.3 0.0
```
Positions in Å, forces in eV/Å.

Computed properties:
total charge: -1
ΔE to the lowest compared entry with this formula, charge and spin: 1.633 eV
orbital gap: 0.1624 hartree
E_HOMO: -1.6 eV
multiplicity: 1

What are the Mulliken partial charges on each atom? They are as follows, in elementary charge units:
1. Lu 0.380
2. Cl -0.640
3. Cl -0.640
4. C -0.675
5. H 0.170
6. H 0.148
7. C -0.436
8. C -0.332
9. H 0.389
10. C -0.788
11. H 0.512
12. C -0.476
13. H 0.275
14. H 0.373
15. C -0.775
16. H 0.146
17. H 0.344
18. C -0.423
19. H 0.302
20. H 0.297
21. H 0.219
22. H 0.359
23. C -0.662
24. O -0.047
25. H 0.262
26. H 0.272
27. H 0.263
28. H 0.184

=====

4.
Formula: C8H16F24MgN4O24S8
Source: the OMol25 dataset
Level of theory: wB97M-V/def2-TZVPD

XYZ file:
```
85
Properties=species:S:1:pos:R:3:forces:R:3
Mg 1.795 1.500 0.346 -0.4 0.1 -0.1
C -4.329 3.601 -5.672 -0.3 2.2 -1.1
F -5.006 2.782 -4.955 -1.3 -1.4 0.6
F -3.255 3.925 -4.943 0.3 0.0 -1.1
F -4.025 3.011 -6.867 0.4 0.4 1.2
S -5.430 5.221 -6.143 1.0 0.5 -2.3
O -5.288 5.415 -7.598 0.4 -0.4 2.1
O -6.778 4.927 -5.707 1.1 0.0 -0.2
N -4.579 6.508 -5.383 -2.3 -2.4 -0.7
S -5.102 6.453 -3.887 0.9 0.6 3.2
O -5.421 5.110 -3.358 -0.1 1.9 -0.9
O -4.179 7.213 -3.030 -1.5 -0.4 -1.3
C -6.826 7.534 -3.839 1.4 -1.9 -1.2
F -6.722 8.708 -4.528 -0.3 -1.3 0.6
F -7.823 6.753 -4.335 0.6 1.5 0.3
F -7.091 7.776 -2.581 -0.3 0.5 0.6
C 0.157 6.267 1.663 -0.4 -0.4 -0.5
F -0.112 5.293 2.590 0.7 0.9 -1.5
F -0.990 6.868 1.343 0.4 -0.7 -0.2
F 0.945 7.168 2.157 0.5 0.4 0.9
S 0.984 5.613 -0.011 -2.6 -2.8 -1.2
O 0.019 4.682 -0.530 -0.6 -0.4 0.6
O 1.276 6.673 -0.925 0.8 0.3 1.2
N 2.230 4.497 0.427 -2.4 1.4 -1.0
S 3.454 5.426 0.599 5.5 0.4 2.9
O 3.232 6.774 1.048 -0.6 -0.2 -1.2
O 4.383 4.724 1.463 0.1 -0.6 -0.9
C 4.472 5.491 -1.039 0.5 0.5 0.7
F 4.001 6.302 -1.961 -0.5 0.1 -0.1
F 5.761 5.881 -0.825 -1.1 -0.4 0.4
F 4.501 4.249 -1.522 0.0 -0.4 -0.2
C 7.293 -7.881 6.392 0.2 1.6 0.8
F 7.153 -9.159 6.104 0.1 0.2 -0.5
F 8.575 -7.721 6.928 -1.9 0.0 -0.9
F 7.138 -7.055 5.317 0.9 -1.7 1.1
S 5.918 -7.342 7.633 -1.6 0.7 0.0
O 6.028 -8.148 8.825 0.1 -0.2 -0.9
O 6.096 -5.894 7.831 0.0 -2.4 -0.6
N 4.413 -7.848 6.724 4.1 1.9 1.8
S 3.941 -6.524 5.963 2.1 2.1 -0.7
O 4.895 -5.598 5.293 -1.4 -1.6 1.8
O 2.906 -6.942 5.117 -2.6 -0.9 -1.4
C 3.115 -5.457 7.320 0.8 -1.5 -0.8
F 3.947 -4.486 7.620 -0.7 1.2 0.1
F 1.948 -5.015 6.800 0.5 0.2 1.0
F 2.912 -6.156 8.461 -0.6 0.4 -0.7
C -0.817 -1.685 -2.480 -0.8 2.0 1.7
F 0.270 -1.230 -3.078 0.8 -0.5 -0.3
F -1.693 -0.668 -2.524 0.0 -0.5 0.1
F -1.325 -2.718 -3.083 0.1 -0.7 -0.3
S -0.399 -2.127 -0.638 2.3 -0.4 -1.4
O -1.397 -3.104 -0.272 0.7 1.3 0.1
O 0.981 -2.626 -0.751 -1.6 1.4 0.5
N -0.383 -0.523 0.199 1.1 -2.9 -1.7
S -1.776 -0.505 0.962 -3.6 1.5 0.5
O -1.891 0.756 1.652 0.9 -0.3 0.4
O -2.940 -0.796 0.108 2.3 -0.5 1.6
C -1.561 -1.864 2.407 -1.5 -0.4 -1.2
F -0.336 -2.381 2.403 0.4 1.1 0.8
F -1.955 -1.343 3.594 1.0 -0.6 -1.2
F -2.332 -2.909 2.100 -0.6 0.6 0.7
O 4.462 -3.887 -3.733 0.2 -0.1 -0.1
H 3.658 -3.889 -3.214 -0.3 -0.1 0.2
H 4.768 -2.981 -3.699 0.1 0.2 0.0
O -6.856 1.006 -2.306 -0.3 -0.2 0.0
H -6.021 0.613 -2.055 0.2 -0.1 0.1
H -6.678 1.946 -2.346 0.1 0.4 -0.1
O 1.839 2.009 -2.869 0.2 -0.3 0.8
H 2.140 1.378 -3.524 0.0 -0.3 -0.1
H 1.673 2.810 -3.367 -0.2 0.4 0.0
O -2.554 -5.188 -7.254 -0.1 0.0 -0.2
H -2.980 -5.427 -6.431 -0.2 0.0 0.2
H -1.617 -5.218 -7.058 0.2 0.0 0.0
O -6.243 -3.476 -0.516 -0.2 -0.1 0.1
H -5.308 -3.661 -0.424 0.3 0.0 0.1
H -6.369 -3.343 -1.456 -0.1 0.1 -0.2
O -2.651 -7.375 1.585 -0.3 0.0 0.0
H -1.866 -6.843 1.451 0.2 0.2 0.0
H -2.354 -8.276 1.457 0.1 -0.2 0.0
O 2.121 0.947 3.290 0.0 0.2 -1.0
H 2.764 0.389 3.728 0.3 -0.3 0.0
H 1.567 1.276 3.997 -0.4 0.2 0.1
O 4.168 0.119 -0.097 -1.1 0.5 0.2
H 4.378 -0.609 0.489 -0.1 -0.4 0.3
H 4.981 0.288 -0.571 0.2 0.4 -0.3
```
Positions in Å, forces in eV/Å.

Computed properties:
total charge: -2
orbital gap: 0.1608 hartree
E_HOMO: -6.1 eV
multiplicity: 1

What are the Mulliken partial charges on each atom? They are as follows, in elementary charge units:
1. Mg 1.668
2. C 0.652
3. F -0.201
4. F -0.225
5. F -0.242
6. S 1.039
7. O -0.705
8. O -0.542
9. N -0.472
10. S 0.979
11. O -0.568
12. O -0.665
13. C 0.607
14. F -0.243
15. F -0.203
16. F -0.213
17. C 0.664
18. F -0.229
19. F -0.191
20. F -0.181
21. S 0.853
22. O -0.656
23. O -0.492
24. N -0.277
25. S 0.892
26. O -0.565
27. O -0.712
28. C 0.638
29. F -0.209
30. F -0.237
31. F -0.247
32. C 0.655
33. F -0.218
34. F -0.236
35. F -0.187
36. S 0.911
37. O -0.612
38. O -0.548
39. N -0.481
40. S 1.067
41. O -0.619
42. O -0.692
43. C 0.630
44. F -0.197
45. F -0.217
46. F -0.254
47. C 0.727
48. F -0.222
49. F -0.221
50. F -0.209
51. S 0.674
52. O -0.480
53. O -0.617
54. N -0.313
55. S 0.978
56. O -0.703
57. O -0.540
58. C 0.663
59. F -0.227
60. F -0.212
61. F -0.191
62. O -0.625
63. H 0.329
64. H 0.298
65. O -0.637
66. H 0.309
67. H 0.329
68. O -0.466
69. H 0.268
70. H 0.273
71. O -0.633
72. H 0.319
73. H 0.314
74. O -0.628
75. H 0.316
76. H 0.311
77. O -0.621
78. H 0.314
79. H 0.310
80. O -0.507
81. H 0.286
82. H 0.281
83. O -0.523
84. H 0.293
85. H 0.264

=====

5.
Formula: C8H16FI
Source: the OMol25 dataset
Level of theory: wB97M-V/def2-TZVPD

XYZ file:
```
26
Properties=species:S:1:pos:R:3:forces:R:3
C -2.071 -2.083 -2.375 2.5 -0.8 0.3
C 0.875 0.090 -2.185 0.3 -0.4 -1.1
C 1.668 1.790 2.540 1.1 1.9 2.4
C -0.716 2.121 2.326 0.9 -0.4 -2.9
C -0.616 -1.975 -1.690 -1.3 -1.4 -1.8
C -0.173 -0.575 -1.240 2.8 -1.0 0.7
C 0.473 -0.685 0.103 -0.1 -0.4 2.7
C 0.418 1.114 2.529 -2.2 1.3 -0.6
F 1.812 -0.817 0.287 0.2 0.1 -0.9
I 0.257 -0.439 3.830 -0.4 -0.7 0.4
H -2.034 -3.122 -2.743 -1.0 0.0 0.8
H -2.102 -1.591 -3.330 0.1 1.0 -0.2
H -2.878 -1.747 -1.739 -0.3 -0.5 0.1
H 1.183 1.044 -1.748 0.1 -0.1 -0.2
H 1.836 -0.505 -2.472 -1.9 0.7 1.1
H 0.394 0.294 -3.157 0.1 0.1 0.3
H 2.363 1.490 1.845 1.9 -1.0 -1.5
H 2.092 1.801 3.554 0.4 -0.5 -0.2
H 1.527 2.851 2.418 -0.2 0.5 -0.6
H -0.858 2.812 3.128 0.0 0.4 0.9
H -0.435 2.814 1.357 -0.8 -1.9 2.2
H -1.614 1.549 2.159 -0.7 0.3 -0.2
H -0.477 -2.817 -0.957 -0.6 1.3 0.0
H 0.016 -2.411 -2.499 0.1 1.0 0.4
H -0.960 0.112 -0.975 -0.8 0.2 -0.7
H 0.020 -1.113 1.036 -0.2 0.4 -1.4
```
Positions in Å, forces in eV/Å.

Computed properties:
orbital gap (alpha / beta): 0.3056 / 0.2851 hartree
E_HOMO (alpha / beta): -7.6 / -7.5 eV
multiplicity: 1

What are the Mulliken partial charges on each atom? They are as follows, in elementary charge units:
1. C -1.145
2. C -1.464
3. C -1.297
4. C -1.417
5. C -0.723
6. C 1.012
7. C -0.765
8. C 0.468
9. F -0.340
10. I 0.094
11. H 0.342
12. H 0.331
13. H 0.347
14. H 0.377
15. H 0.283
16. H 0.396
17. H 0.308
18. H 0.372
19. H 0.368
20. H 0.412
21. H 0.274
22. H 0.405
23. H 0.407
24. H 0.274
25. H 0.231
26. H 0.449

=====

6.
Formula: C8H16FNO
Source: the OMol25 dataset
Level of theory: wB97M-V/def2-TZVPD

XYZ file:
```
27
Properties=species:S:1:pos:R:3:forces:R:3
C -1.975 -1.140 1.146 0.2 1.9 -1.2
C -0.414 -3.247 -0.023 -0.5 2.4 -2.9
C -0.273 3.466 -0.132 -1.8 -0.5 -1.3
C 0.310 -1.130 1.026 0.2 2.3 2.9
C 0.323 -2.598 1.144 1.5 -4.2 0.5
C 0.342 2.739 -1.435 -3.6 -0.1 2.0
C 0.177 1.187 -1.298 1.8 1.1 1.1
C 1.385 0.713 -0.312 -1.7 1.9 -2.1
N 1.293 -0.586 0.156 -2.6 -4.4 0.6
O -2.916 -0.690 0.559 1.3 -0.5 0.3
F -2.222 -1.638 2.393 0.4 -0.4 0.4
H -1.434 -2.663 -0.010 1.8 -1.7 -0.6
H -0.550 -4.312 -0.109 0.0 -0.4 0.8
H 0.125 -2.998 -1.049 -1.2 -0.2 1.8
H 0.024 4.525 -0.174 -0.1 -0.3 0.3
H -1.464 3.440 -0.189 2.6 -0.1 0.3
H 0.065 2.988 0.818 -0.3 0.5 -0.8
H 1.323 -1.293 -0.567 0.7 0.2 -0.6
H 0.264 -0.564 2.006 0.0 -0.6 -1.3
H 1.411 -3.124 1.228 -2.1 1.7 -0.3
H -0.213 -3.060 2.015 0.5 1.4 -0.3
H -0.192 3.173 -2.330 0.9 -0.6 0.8
H 1.357 2.984 -1.380 1.7 0.4 -0.6
H -0.729 0.842 -0.804 -0.4 0.3 -0.4
H 0.265 0.820 -2.321 0.1 -0.8 0.3
H 1.445 1.337 0.558 0.0 0.8 0.2
H 2.271 0.827 -0.917 0.6 0.0 0.2
```
Positions in Å, forces in eV/Å.

Computed properties:
ΔE to the lowest compared entry with this formula, charge and spin: 0.493 eV
orbital gap (alpha / beta): 0.3223 / 0.3223 hartree
E_HOMO (alpha / beta): -8.4 / -8.4 eV
multiplicity: 1

What are the Mulliken partial charges on each atom? They are as follows, in elementary charge units:
1. C 0.324
2. C -0.800
3. C -1.027
4. C -0.026
5. C -0.677
6. C -0.581
7. C -0.186
8. C -0.962
9. N -0.115
10. O -0.495
11. F -0.281
12. H 0.209
13. H 0.383
14. H 0.225
15. H 0.351
16. H 0.252
17. H 0.279
18. H 0.275
19. H 0.345
20. H 0.256
21. H 0.271
22. H 0.321
23. H 0.346
24. H 0.208
25. H 0.322
26. H 0.412
27. H 0.370

=====

| no. | electronic energy (Eh) |
| --- | --- |
| 1 | -4893.697822 |
| 2 | -1523.704214 |
| 3 | -2545.634974 |
| 4 | -8121.456343 |
| 5 | -711.785087 |
| 6 | -544.141859 |